Record 1
# C37H31ClIIrN4O2PS

A structure of composition C37H31ClIIrN4O2PS (ωB97M-V/def2-TZVPD, OMol25).

Structure (XYZ):
```
79
Properties=species:S:1:pos:R:3
Ir 0.51010 -0.18510 0.06580
C -3.74370 1.54880 0.85630
C -3.10830 2.15980 -0.34390
N -3.57380 3.26590 -0.82600
C -3.01000 3.90570 -1.84350
C -1.86470 3.44050 -2.45560
C -1.18240 4.24060 -3.53830
O 0.16540 4.52080 -3.22920
C -1.30930 2.22810 -2.00010
C -0.11530 1.73000 -2.60640
N 0.68280 0.86080 -2.09350
C 1.83730 0.51930 -2.79630
C 2.66910 1.48980 -3.35840
C 3.86390 1.12280 -3.94680
C 4.24740 -0.20910 -3.99840
C 3.41200 -1.19260 -3.49120
C 2.22370 -0.81800 -2.89320
I 0.88040 -2.26830 -2.07290
C -1.93780 1.52020 -0.92410
O -1.53390 0.42430 -0.45590
H -4.78880 1.33060 0.63990
H -3.72270 2.25060 1.69000
H -3.22370 0.63220 1.12550
H -3.50580 4.81250 -2.15690
H -1.74180 5.16380 -3.72660
H -1.16460 3.66430 -4.47040
H 0.19940 5.13330 -2.48570
H 0.13190 2.14980 -3.57940
H 2.37740 2.52780 -3.28980
H 4.50880 1.88650 -4.35160
H 5.19750 -0.48310 -4.42670
H 3.69840 -2.23210 -3.55510
Cl 0.40930 3.46210 -0.01490
C 0.28110 3.81900 1.66260
C -0.25860 5.01340 2.09570
C -0.26850 5.28730 3.45380
C 0.24170 4.36560 4.35290
C 0.75450 3.15830 3.90960
C 0.78650 2.86940 2.54750
P 1.51700 1.38010 1.78640
C 3.03160 2.05030 1.02720
C 3.53740 1.33760 -0.05200
C 4.66820 1.76830 -0.71800
C 5.26760 2.95750 -0.34480
C 4.74970 3.69120 0.71070
C 3.64860 3.23510 1.41570
C 2.06550 0.47240 3.26420
C 1.07190 0.01480 4.13070
C 1.40290 -0.76590 5.21920
C 2.72810 -1.10000 5.44870
C 3.71720 -0.65330 4.58940
C 3.39080 0.12680 3.49340
H -0.64760 5.72610 1.38500
H -0.65940 6.22950 3.80310
H 0.24530 4.58810 5.40850
H 1.14470 2.45410 4.62940
H 3.01970 0.43730 -0.36540
H 5.06710 1.19040 -1.53730
H 6.13200 3.31820 -0.88210
H 5.20490 4.62980 0.98390
H 3.27080 3.79850 2.25410
H 0.03670 0.25840 3.92960
H 0.62750 -1.13700 5.87020
H 2.98580 -1.71940 6.29280
H 4.74790 -0.92860 4.76200
H 4.16080 0.46680 2.81550
C 4.16190 -1.96710 0.15430
C 3.17610 -2.35390 1.20420
C 3.52560 -3.24970 2.21460
C 2.55030 -3.56790 3.14730
N 1.31970 -3.10260 3.06330
C 1.05260 -2.26490 2.07850
S -0.53830 -1.64500 1.89060
N 1.95260 -1.82840 1.17270
H 4.85890 -2.78080 -0.02950
H 4.73130 -1.09850 0.48380
H 3.65420 -1.71380 -0.77160
H 4.51590 -3.67230 2.25970
H 2.74700 -4.22490 3.98320
```

Computed properties:
- Multiplicity: 1
- Relative energy (zero: lowest compared OMol25 entry of this formula, charge and spin): 283.3 kJ/mol
- Highest occupied orbital energy: -10.3 eV
- Charge: +1
- Gap between HOMO and LUMO: 0.222 hartree

Mulliken atomic charge list, values in e, 6 entries:
1 Ir 2.37
2 C -1.34
3 C 0.70
4 N -0.58
5 C -1.33
6 C 1.20

=====

Record 2
# C37H31N3O4P2S4W

A structure of composition C37H31N3O4P2S4W (ωB97M-V/def2-TZVPD, OMol25).

Structure (XYZ):
```
82
Properties=species:S:1:pos:R:3
W 0.13407 -1.12657 -1.09212
S -2.09206 -0.57756 -2.48534
P -1.94775 0.86019 -1.06142
C -1.00670 0.26477 0.22529
P -1.58738 -0.98022 1.24392
S -1.32992 -2.75135 0.27730
C -0.58980 -1.07694 2.75854
C -0.84551 -0.23277 3.83398
C -0.04378 -0.27734 4.95983
C 1.02519 -1.16157 5.01881
C 1.28316 -2.00098 3.94896
C 0.47773 -1.96112 2.82416
C -3.28961 -0.77199 1.83652
C -4.17257 -1.84319 1.83809
C -5.46619 -1.67511 2.30736
C -5.87650 -0.44071 2.78382
C -4.99502 0.63125 2.78614
C -3.70926 0.46855 2.30813
C -1.06242 2.27739 -1.76996
C 0.09839 2.75226 -1.17286
C 0.79015 3.80770 -1.74816
C 0.31548 4.39555 -2.90948
C -0.85371 3.93122 -3.49920
C -1.53737 2.87054 -2.93492
C -3.59639 1.54740 -0.72246
C -3.71209 2.82231 -0.17982
C -4.96144 3.34205 0.10548
C -6.10141 2.59146 -0.15392
C -5.98888 1.32121 -0.69610
C -4.73775 0.79933 -0.98157
H -1.67444 0.46234 3.80618
H -0.25353 0.38076 5.79133
H 1.65252 -1.19435 5.89810
H 2.11534 -2.68874 3.98206
H 0.68676 -2.61655 1.98772
H -3.85065 -2.80374 1.45824
H -6.15147 -2.51034 2.30199
H -6.88516 -0.31075 3.15197
H -5.31467 1.59841 3.14684
H -3.02668 1.30883 2.29198
H 0.45297 2.28312 -0.26146
H 1.70101 4.16481 -1.28681
H 0.85492 5.21827 -3.35696
H -1.22686 4.39383 -4.40296
H -2.43977 2.49416 -3.40113
H -2.82279 3.41192 0.00939
H -5.04859 4.33746 0.52050
H -7.07879 3.00101 0.06540
H -6.87497 0.73484 -0.89751
H -4.64006 -0.19056 -1.40849
N 7.60528 -3.67273 1.12333
C 6.82135 -2.60603 0.78863
C 6.77606 -2.14265 -0.53414
C 6.00497 -1.04868 -0.85995
C 5.27159 -0.40224 0.12683
C 5.30556 -0.84830 1.43948
C 6.07973 -1.93771 1.77011
S 4.29267 0.97504 -0.30214
O 3.93543 1.70177 0.86998
O 4.89995 1.65617 -1.41543
N 2.87282 0.30103 -0.93989
C 2.39993 0.57587 -2.18801
S 3.15396 1.51452 -3.41193
C 1.79256 1.21615 -4.43212
C 0.87833 0.44731 -3.81421
N 1.22689 0.07265 -2.53612
H 7.98547 -4.25025 0.39563
H 7.49322 -4.09964 2.02470
H 7.35540 -2.64389 -1.29712
H 5.97911 -0.68179 -1.87619
H 4.71200 -0.34149 2.18440
H 6.11375 -2.28572 2.79325
H 1.73976 1.63411 -5.41871
H -0.07838 0.13010 -4.19558
C -0.26335 -3.69943 -3.34435
C 0.27357 -2.74068 -2.35431
O 1.37435 -2.82237 -1.80514
H 0.52935 -4.27172 -3.82545
H -0.88789 -3.18303 -4.07132
H -0.91439 -4.38136 -2.78892
O 2.46398 -0.87499 0.95911
C 2.01120 -0.57054 -0.10980
```

Computed properties:
- Multiplicity: 3
- Relative energy (zero: lowest compared OMol25 entry of this formula, charge and spin): 18.1 kJ/mol
- Highest occupied orbital energy (alpha / beta): -6.8 / -7.4 eV
- Gap between HOMO and LUMO (alpha / beta): 0.264 / 0.264 hartree

Mulliken atomic charge list, values in e, 6 entries:
1 W 0.84
2 S -0.64
3 P 1.37
4 C -0.85
5 P 1.84
6 S -0.70

=====

Record 3
# C37H31N7O3Se2Te3Ti

A structure of composition C37H31N7O3Se2Te3Ti (ωB97M-V/def2-TZVPD, OMol25).

Structure (XYZ):
```
84
Properties=species:S:1:pos:R:3
Ti 3.50835 0.37584 0.78029
O 2.80993 3.86611 -3.22711
C 3.24372 4.63407 -2.21520
C 3.47329 5.98683 -2.47105
C 3.91953 6.82299 -1.46555
C 4.14333 6.33213 -0.17934
C 3.92142 4.98964 0.07866
C 3.47537 4.12918 -0.92337
C 3.30536 2.69627 -0.60616
O 3.62151 2.25781 0.56112
N 2.87897 1.87685 -1.53764
N 2.88872 0.56486 -1.06659
C 2.73974 -0.40654 -1.94626
C 2.88791 -1.81222 -1.62070
C 2.75902 -2.76794 -2.64345
C 2.87664 -4.12205 -2.39399
C 3.12339 -4.56047 -1.08834
C 3.25710 -3.64245 -0.06314
C 3.16052 -2.27274 -0.30927
O 3.31918 -1.40394 0.67608
H 2.73447 2.93666 -2.88355
H 3.29495 6.35676 -3.47547
H 4.09492 7.87122 -1.68400
H 4.48930 6.99103 0.60817
H 4.09009 4.57244 1.06259
H 2.53203 -0.12613 -2.97302
H 2.57613 -2.41280 -3.65461
H 2.78677 -4.83503 -3.20461
H 3.21885 -5.62026 -0.87940
H 3.44812 -3.95963 0.95324
Se 2.46790 0.90681 3.10519
Te 4.65340 -0.26019 3.52850
Te 6.30917 1.13398 1.88989
Se 5.89243 -0.00274 -0.29208
Te 0.09525 1.88134 0.13637
C -1.32020 3.49694 0.16484
C -1.71298 4.03037 1.39404
C -2.82385 4.86180 1.48280
C -3.55548 5.17538 0.33961
C -3.14946 4.67931 -0.89208
C -2.03746 3.84350 -0.97778
C -1.56195 0.78430 0.91229
C -1.62299 0.40647 2.25326
C -2.68492 -0.36941 2.71703
C -3.68345 -0.79078 1.84386
C -3.63329 -0.40535 0.50633
C -2.58765 0.39387 0.04910
H -1.15928 3.77156 2.28999
H -3.12646 5.25678 2.44619
H -4.44357 5.79249 0.41413
H -3.70530 4.92932 -1.78925
H -1.73726 3.44525 -1.94104
H -0.82680 0.69281 2.93110
H -2.71432 -0.66287 3.76278
H -4.49279 -1.42361 2.19840
H -4.39998 -0.73974 -0.18677
H -2.56258 0.70684 -0.99094
C -0.45061 -1.47479 -1.79982
C -0.06281 -1.85127 -0.40873
N 0.49159 -1.07400 0.48654
C 0.61027 -1.82596 1.64314
C 0.13029 -3.07483 1.43515
N -0.30548 -3.09361 0.11451
C -0.98246 -4.17639 -0.53200
N -2.42731 -3.99517 -0.53349
N -3.07260 -3.66811 -1.67441
N -4.32036 -3.51000 -1.42664
C -4.51795 -3.72649 -0.07016
C -5.68599 -3.67510 0.69642
C -5.56950 -3.94441 2.04040
C -4.31666 -4.25773 2.62123
C -3.16579 -4.31134 1.87519
C -3.29967 -4.03799 0.50637
H -0.18553 -0.43390 -1.96183
H -1.52479 -1.60099 -1.95267
H 0.07279 -2.09482 -2.53408
H 1.01161 -1.40414 2.55186
H 0.08509 -3.94986 2.07123
H -0.73242 -5.09473 -0.01106
H -0.67573 -4.25222 -1.56909
H -6.63610 -3.42601 0.23661
H -6.44836 -3.91106 2.67185
H -4.26695 -4.45156 3.68679
H -2.20932 -4.53640 2.33263
```

Computed properties:
- Multiplicity: 2
- Relative energy (zero: lowest compared OMol25 entry of this formula, charge and spin): 100.4 kJ/mol
- Highest occupied orbital energy (alpha / beta): -3.8 / -4.3 eV
- Charge: -1
- Gap between HOMO and LUMO (alpha / beta): 0.209 / 0.230 hartree

Mulliken atomic charge list, values in e, 6 entries:
1 Ti -0.07
2 O -0.70
3 C 0.31
4 C -0.62
5 C -0.33
6 C -0.84